# C35H103BrClFN4O22P

A cluster of 20 separate species, C35H103BrClFN4O22P in total at a distorted geometry (ωB97M-V/def2-TZVPD, the OMol25 dataset).

Calculated values
* max |F|: 3.63 eV/A
* LUMO energy: -4.14 eV
* E_HOMO: -11.545 eV
* HOMO-LUMO gap: 7.40 eV
* net charge: +1

The geometry in XYZ format:
```
168
Properties=species:S:1:pos:R:3:forces:R:3
C -0.056215 4.768029 1.006301 0.1 0.9 0.3
C 1.512749 4.739821 0.934731 0.4 0.1 -0.3
C 2.143840 3.296097 0.843257 -0.6 0.3 0.1
Br 4.071636 3.279341 1.381077 -0.7 0.1 -0.2
C 1.465395 2.212963 1.722722 -0.9 -2.2 0.3
C 1.079442 2.366166 3.110698 0.7 0.1 -1.4
Cl 1.359094 3.867455 3.996834 -0.3 -1.6 -0.5
N 0.504958 1.336751 3.824205 0.3 -0.4 -1.4
C 0.255068 0.085612 3.300499 0.1 -0.6 -2.0
C -0.405004 -0.948931 4.273291 0.4 -0.4 0.9
C 0.637140 -1.980616 4.866690 0.4 0.8 0.3
F -1.453114 -1.684225 3.687987 0.8 1.0 0.1
C 0.604649 -0.237137 1.906761 0.1 2.1 1.7
C 0.348050 -1.669003 1.371512 0.7 -0.1 -0.7
C -0.764135 -1.770206 0.254561 -0.1 -0.5 0.8
C -2.199619 -1.271481 0.703618 0.3 0.3 -1.5
C -3.281529 -2.425228 0.693295 -0.2 -0.2 -0.3
N -3.905564 -2.704905 2.015892 -0.6 1.3 -0.6
C -4.690187 -1.541980 2.360309 -0.9 0.1 0.8
N -4.288411 -0.614945 3.165371 -0.6 -0.7 -1.1
N -6.009504 -1.501056 1.769562 1.6 -1.0 0.7
C 1.207832 0.867708 1.125781 -0.6 -0.5 1.1
C 1.580138 0.570782 -0.380988 0.1 0.3 1.8
P 0.297084 1.261350 -1.535869 -0.3 2.5 -2.6
O 0.840713 2.389636 -2.344041 0.1 -1.2 1.1
O -0.290493 0.135986 -2.634202 -0.3 0.8 2.9
O -1.002754 1.877158 -0.678422 1.3 -1.7 -0.9
H -0.564277 4.105484 0.263179 0.6 0.4 0.7
H -0.374468 5.824555 0.770651 0.2 -1.1 0.3
H -0.442134 4.574992 2.048271 0.3 0.0 -1.1
H 1.821440 5.289230 0.001379 -0.2 -0.7 0.9
H 2.017562 5.283578 1.777145 -0.8 -0.4 -0.7
H 2.163952 3.029347 -0.248801 -0.2 0.0 1.3
H 0.250086 1.508667 4.801839 0.1 0.1 -0.4
H -0.857682 -0.376327 5.129132 0.2 -0.4 -0.9
H 0.261012 -3.035065 4.873897 0.1 1.0 -0.3
H 0.781022 -1.698286 5.946575 0.1 -0.3 -1.0
H 1.624745 -1.908969 4.323881 -1.1 -0.3 0.6
H 0.160328 -2.423014 2.182765 0.1 1.1 -0.7
H 1.315020 -2.007227 0.889680 -0.9 0.3 0.6
H -0.849562 -2.866230 -0.000975 0.3 1.1 0.1
H -0.375070 -1.264181 -0.661574 -0.5 -0.5 0.8
H -2.530878 -0.526552 -0.081856 0.3 -0.6 0.9
H -2.167913 -0.692423 1.662659 -0.2 -0.8 -0.8
H -4.124530 -2.132687 0.002670 0.8 -0.3 0.7
H -2.898027 -3.403299 0.286710 0.0 1.0 0.4
H -3.209546 -2.918876 2.730724 -0.1 0.4 -0.3
H -5.089538 0.037466 3.195968 0.6 0.0 0.5
H -6.294316 -2.466612 1.594435 -0.1 0.4 -0.1
H -6.659305 -1.086724 2.438572 0.2 -0.1 -0.4
H 2.535932 1.136742 -0.572272 -1.1 -0.6 -0.3
H 1.799700 -0.516082 -0.509240 -0.4 0.9 0.0
H -1.126841 -0.170300 -2.211910 0.4 -0.3 -0.7
H -1.417303 2.499329 -1.316592 0.2 -0.2 0.3
C 6.852930 0.767412 -0.286112 -0.1 0.3 0.2
O 7.360429 1.277981 0.944286 0.0 0.2 0.2
H 7.213986 -0.249748 -0.421904 0.0 0.2 0.1
H 5.760239 0.761800 -0.258919 0.0 -0.1 -0.2
H 7.203832 1.389593 -1.113850 -0.1 -0.1 -0.2
H 7.024003 2.179906 1.036281 0.2 -0.3 0.0
C 5.263440 -1.821384 -3.286040 0.1 -0.1 0.2
O 5.299379 -1.316479 -1.956118 -0.3 0.0 0.3
H 4.514267 -1.272449 -3.851435 0.1 0.0 0.1
H 6.239910 -1.687497 -3.755127 -0.1 -0.1 -0.2
H 4.999519 -2.881582 -3.267544 0.1 0.0 -0.3
H 5.971655 -1.819745 -1.479907 0.1 0.2 -0.1
C -2.209652 1.093173 -5.677266 0.2 -0.1 0.2
O -2.213034 1.573790 -4.336127 -0.2 0.1 0.3
H -2.963187 1.636992 -6.243611 0.0 0.0 0.1
H -1.228827 1.261008 -6.128465 -0.1 0.0 -0.2
H -2.448712 0.027162 -5.691033 0.0 0.0 -0.2
H -1.539593 1.080489 -3.854678 0.1 0.2 -0.3
C -4.014437 2.322764 1.172740 0.2 -0.1 0.2
O -3.954257 2.792919 2.514581 0.0 0.1 0.1
H -4.777832 2.884167 0.636466 0.0 0.0 0.1
H -3.047755 2.472014 0.685872 -0.1 -0.1 -0.2
H -4.275768 1.261252 1.165454 0.0 0.0 -0.2
H -3.273651 2.279947 2.964770 -0.2 0.0 0.0
C -4.935026 -4.160329 5.593219 0.2 0.2 -0.2
O -5.361102 -2.969754 4.938218 -0.1 0.0 0.0
H -5.793498 -4.616896 6.083059 0.0 0.1 -0.1
H -4.524056 -4.859000 4.859928 0.0 -0.2 0.2
H -4.177482 -3.920772 6.342632 0.0 -0.2 0.1
H -4.586434 -2.585595 4.513874 -0.2 0.2 0.2
C -2.449641 7.585825 2.814190 -0.3 -0.2 -0.2
O -2.466436 7.237019 1.432697 0.1 -0.1 -0.1
H -1.425452 7.813400 3.105846 0.0 0.0 -0.1
H -3.075597 8.464769 2.979771 0.1 0.0 0.3
H -2.818082 6.748172 3.409444 0.0 0.1 0.2
H -3.380756 7.041201 1.200195 0.1 0.0 0.0
C 8.335088 -4.423137 -3.849576 0.1 -0.1 0.2
O 7.445513 -4.276023 -2.746656 -0.1 0.0 0.2
H 7.949138 -3.844754 -4.687072 -0.1 0.0 0.1
H 9.326785 -4.050669 -3.580587 0.1 0.0 -0.2
H 8.400018 -5.474937 -4.136809 0.1 0.1 -0.1
H 7.806401 -4.795503 -2.019335 -0.2 -0.1 -0.2
C 4.640460 -2.154881 2.855258 0.1 -0.2 0.0
O 3.360483 -2.708212 3.159344 -0.1 0.0 0.0
H 4.527068 -1.085169 2.684858 -0.1 -0.1 0.0
H 5.323048 -2.315873 3.692127 0.1 0.1 -0.1
H 5.042558 -2.622556 1.953929 0.1 0.1 0.0
H 3.486196 -3.652755 3.305946 -0.1 0.1 0.0
C 2.456423 -4.459524 -3.249077 0.1 0.2 0.1
O 1.695771 -3.483371 -2.537302 -0.1 0.2 0.2
H 1.780309 -5.210562 -3.649349 0.0 0.1 0.1
H 2.990772 -3.978777 -4.071709 0.1 -0.2 -0.1
H 3.166154 -4.937850 -2.569632 0.1 -0.1 -0.2
H 2.321351 -2.833739 -2.195894 0.0 -0.1 -0.1
C -1.293989 1.169780 -9.289677 0.3 -0.2 0.1
O -1.796938 -0.058216 -8.775034 -0.1 -0.1 0.1
H -2.133490 1.801059 -9.576166 0.0 -0.1 0.0
H -0.704113 1.678038 -8.522330 0.0 0.2 -0.1
H -0.672571 0.973884 -10.167642 0.0 0.2 -0.1
H -1.036387 -0.595977 -8.529951 -0.1 0.0 0.0
C 9.745005 -1.372535 -1.552314 0.0 -0.2 0.1
O 8.451728 -1.878413 -1.239044 0.0 0.0 0.1
H 9.665261 -0.302817 -1.737978 -0.1 -0.1 0.0
H 10.424275 -1.543330 -0.713971 0.1 0.1 -0.1
H 10.130027 -1.866667 -2.447850 0.1 0.1 0.0
H 8.546657 -2.822744 -1.079298 -0.1 0.1 -0.2
C 0.162048 -6.672185 -6.668216 -0.1 0.2 0.1
O 0.675433 -6.158685 -5.443618 0.0 0.0 0.0
H 0.522594 -7.691048 -6.796583 0.0 0.1 0.1
H -0.930251 -6.677241 -6.640884 0.0 -0.1 -0.2
H 0.509292 -6.059074 -7.503451 -0.1 -0.1 -0.1
H 0.343796 -5.258360 -5.351501 0.1 -0.1 0.0
C 4.135516 -1.470821 -7.447178 0.0 0.3 0.1
O 4.644566 -0.958698 -6.220965 0.0 0.0 0.0
H 4.498011 -2.489310 -7.576156 0.0 0.1 0.1
H 3.042694 -1.477375 -7.422773 0.0 -0.1 -0.2
H 4.483906 -0.856165 -8.280612 -0.1 -0.1 -0.1
H 4.311586 -0.058732 -6.128143 0.1 -0.1 0.0
C -3.961144 -7.370915 7.625846 0.2 0.1 0.2
O -2.965954 -6.448498 7.194513 0.1 0.1 -0.1
H -4.458341 -7.781670 6.748812 0.1 0.1 0.0
H -3.496468 -8.182989 8.189894 -0.2 -0.1 0.0
H -4.697203 -6.859133 8.250884 -0.1 -0.2 0.0
H -2.540373 -6.098911 7.984907 0.0 0.0 -0.1
C -3.706198 8.383456 6.846756 0.1 -0.3 0.1
O -3.043295 7.741986 5.760004 0.0 0.0 0.0
H -4.055866 9.359727 6.514398 0.1 -0.1 0.0
H -4.561826 7.783985 7.166823 -0.1 0.2 0.1
H -3.012806 8.514592 7.680447 -0.1 0.1 0.1
H -2.743265 6.883051 6.076329 0.0 0.1 -0.1
C -6.136243 9.286783 2.571703 0.2 -0.1 0.3
O -6.124319 9.792831 3.899517 0.0 0.0 0.1
H -6.893910 9.819857 2.000336 0.0 0.0 0.1
H -5.157769 9.443213 2.108767 -0.1 -0.1 -0.2
H -6.378024 8.220219 2.586482 0.0 0.0 -0.2
H -5.447588 9.306508 4.384213 -0.1 0.1 0.0
C -4.251909 -5.292036 -2.324728 0.0 0.2 0.4
O -4.707672 -5.848713 -1.097612 0.0 0.0 0.0
H -4.346352 -6.044450 -3.105363 0.0 0.0 0.1
H -4.861858 -4.422770 -2.585112 0.1 0.0 -0.2
H -3.202140 -4.998960 -2.230839 0.0 0.0 -0.2
H -4.616262 -5.168425 -0.421300 -0.1 -0.2 0.0
C -4.667048 1.006321 5.985575 0.0 0.3 0.2
O -4.128227 1.492285 7.211258 0.1 0.1 0.0
H -4.307836 -0.008022 5.822840 0.0 0.1 0.1
H -5.758605 0.998194 6.037084 0.0 -0.1 -0.2
H -4.337233 1.642614 5.159433 -0.1 -0.1 -0.2
H -4.458899 2.388799 7.334066 0.0 -0.1 0.1
C 1.614155 3.868297 -8.607048 0.0 0.2 0.3
O 1.149583 3.268429 -7.401907 0.0 -0.1 0.0
H 1.551757 3.136010 -9.410514 0.0 0.0 0.1
H 0.989189 4.730026 -8.853551 0.1 0.0 -0.2
H 2.653258 4.183494 -8.484126 0.0 0.1 -0.2
H 1.214504 3.935537 -6.709646 -0.1 -0.2 0.0
```
Positions in Å, forces in eV/Å.

Löwdin atomic charge list, values in e, 2 entries: -0.09 -0.28